[1]
{
  "formula": "C34H50N8OSSiSn",
  "method": "ωB97M-V with the def2-TZVPD basis set",
  "symbols": ["Sn", "N", "C", "S", "N", "N", "C", "C", "C", "C", "C", "C", "C", "C", "C", "C", "C", "C", "N", "H", "H", "H", "H", "H", "H", "H", "H", "H", "H", "H", "C", "C", "N", "C", "N", "C", "C", "C", "N", "C", "H", "H", "H", "H", "H", "H", "H", "H", "H", "H", "H", "H", "H", "O", "N", "C", "C", "C", "C", "C", "H", "H", "H", "H", "H", "C", "Si", "C", "C", "C", "C", "C", "C", "C", "C", "H", "H", "H", "H", "H", "H", "H", "H", "H", "H", "H", "H", "H", "H", "H", "H", "H", "H", "H", "H", "H"],
  "xyz": [[0.3357, 0.1037, -0.4616], [4.6027, -1.5889, -0.5744], [3.2708, -1.4024, -0.4502], [2.4237, -0.7774, -1.8282], [2.7651, -1.7499, 0.7119], [1.4546, -1.4565, 0.9009], [0.8838, -2.0093, 1.9144], [1.5806, -2.9851, 2.7936], [2.5763, -2.5562, 3.6651], [3.2284, -3.4713, 4.4759], [2.8966, -4.8197, 4.4129], [1.9027, -5.2487, 3.5464], [1.2411, -4.3316, 2.7405], [-0.5086, -1.6113, 2.2243], [-1.2282, -2.1825, 3.2661], [-2.5162, -1.7331, 3.5147], [-3.0461, -0.7121, 2.7412], [-2.2628, -0.1859, 1.7289], [-1.0359, -0.6403, 1.4728], [5.0203, -1.5248, -1.4847], [5.0869, -2.0791, 0.1594], [2.8400, -1.5061, 3.6995], [3.9987, -3.1335, 5.1570], [3.4186, -5.5357, 5.0346], [1.6388, -6.2972, 3.4974], [0.4662, -4.6656, 2.0587], [-0.7803, -2.9602, 3.8680], [-3.1001, -2.1765, 4.3114], [-4.0434, -0.3318, 2.9120], [-2.6035, 0.6286, 1.0975], [0.6343, 3.9916, 3.7083], [0.1094, 2.5742, 3.6384], [0.6429, 1.9047, 2.4581], [1.6724, 2.3481, 1.6803], [1.8887, 1.7587, 0.5327], [3.0497, 2.1544, -0.2615], [3.4451, 3.5993, -0.0188], [3.6182, 3.8126, 1.4696], [2.4094, 3.3866, 2.1647], [2.1312, 3.9532, 3.4790], [0.4026, 4.4353, 4.6759], [0.1698, 4.6029, 2.9305], [-0.9791, 2.5639, 3.5829], [0.4050, 2.0285, 4.5384], [0.0306, 1.2550, 1.9954], [2.8146, 1.9980, -1.3129], [3.8951, 1.4966, -0.0318], [2.6654, 4.2679, -0.3954], [4.3724, 3.8325, -0.5430], [3.7797, 4.8648, 1.7023], [4.4883, 3.2548, 1.8320], [2.5528, 4.9570, 3.5005], [2.6201, 3.3716, 4.2690], [-1.4066, 2.2296, 0.1452], [-1.3135, 3.0999, -0.8151], [-0.4053, 4.0976, -0.7442], [-0.2659, 4.9978, -1.7782], [-1.0607, 4.8864, -2.9092], [-1.9914, 3.8605, -2.9604], [-2.1027, 2.9815, -1.9051], [0.1806, 4.1090, 0.1627], [0.4720, 5.7828, -1.6898], [-0.9584, 5.5825, -3.7299], [-2.6362, 3.7279, -3.8180], [-2.8012, 2.1597, -1.8605], [-0.2015, -3.0831, -2.3523], [-1.3088, -1.5682, -2.2986], [-1.2407, -0.6814, -4.0027], [-1.0006, -1.7481, -5.0847], [-2.5260, 0.0790, -4.3419], [-0.0724, 0.3109, -4.0400], [-3.0277, -2.1443, -1.7158], [-3.9748, -0.9722, -1.4292], [-3.6396, -3.0506, -2.7963], [-2.8574, -2.9754, -0.4381], [-0.6548, -3.8765, -2.9564], [-0.0275, -3.4760, -1.3474], [0.7710, -2.8385, -2.7769], [-1.7843, -2.5101, -5.0943], [-0.0422, -2.2517, -4.9506], [-0.9896, -1.2714, -6.0715], [-3.3866, -0.5832, -4.4412], [-2.3990, 0.5917, -5.3028], [-2.7659, 0.8368, -3.5930], [0.8834, -0.1826, -3.8571], [-0.1906, 1.1100, -3.3021], [-0.0145, 0.7787, -5.0302], [-4.2392, -0.4265, -2.3341], [-3.5326, -0.2639, -0.7204], [-4.9063, -1.3453, -0.9882], [-3.7636, -2.5356, -3.7510], [-4.6317, -3.3891, -2.4754], [-3.0298, -3.9400, -2.9698], [-2.4012, -2.4006, 0.3660], [-2.2431, -3.8621, -0.6125], [-3.8386, -3.3180, -0.0893]],
  "lowdin_spin": [0.24, 0.00, 0.00, 0.02, 0.00, 0.00, 0.02, 0.00, 0.00, 0.00, 0.00, 0.00, 0.00, 0.01, 0.00, 0.00, 0.00, 0.00, 0.02, 0.00, 0.00, 0.00, 0.00, 0.00, 0.00, 0.00, 0.00, 0.00, 0.00, 0.00, 0.00, 0.00, 0.00, 0.01, 0.13, 0.01, 0.00, 0.00, 0.00, 0.00, 0.00, 0.00, 0.00, 0.00, 0.00, 0.00, 0.00, 0.00, 0.00, 0.00, 0.00, 0.00, 0.00, 0.03, 0.01, 0.00, 0.00, 0.00, 0.00, 0.00, 0.00, 0.00, 0.00, 0.00, 0.00, 0.05, 0.25, 0.03, 0.01, 0.00, 0.01, 0.04, 0.00, 0.01, 0.01, 0.01, 0.00, 0.00, 0.00, 0.00, 0.00, 0.00, 0.00, 0.00, 0.00, 0.00, 0.00, 0.00, 0.00, 0.00, 0.00, 0.00, 0.00, 0.00, 0.00, 0.00],
  "gap_ev": [5.359, 7.141],
  "e_lumo_ha": [-0.105, -0.115],
  "largest_force_ev_per_a": 0.7,
  "charge": 1,
  "spin_multiplicity": 2
}

***

[2]
{
  "formula": "C22H33F15N4O12",
  "method": "ωB97M-V with the def2-TZVPD basis set",
  "symbols": ["C", "C", "O", "C", "O", "C", "F", "F", "F", "H", "H", "H", "H", "H", "C", "C", "O", "C", "O", "C", "F", "F", "F", "H", "H", "H", "H", "H", "C", "C", "O", "C", "O", "C", "F", "F", "F", "H", "H", "H", "H", "H", "C", "C", "O", "C", "O", "C", "F", "F", "F", "H", "H", "H", "H", "H", "C", "C", "O", "C", "O", "C", "F", "F", "F", "H", "H", "H", "H", "H", "C", "O", "N", "N", "H", "H", "H", "H", "C", "O", "N", "N", "H", "H", "H", "H"],
  "xyz": [[1.5963, -0.9551, -3.3365], [2.4601, -1.2966, -4.5013], [3.6605, -1.9424, -3.9475], [4.6826, -2.1227, -4.6919], [4.8729, -1.8684, -5.8384], [5.7280, -2.9462, -4.0019], [6.1299, -4.0213, -4.7603], [6.7958, -2.2063, -3.6810], [5.2633, -3.4888, -2.8148], [2.0768, -0.1451, -2.8178], [1.5105, -1.8007, -2.6132], [0.6142, -0.6188, -3.6856], [2.7917, -0.4290, -5.0756], [2.0150, -2.0271, -5.1676], [-9.1001, 3.5789, 1.7718], [-7.9018, 3.0006, 2.5387], [-6.7620, 2.7096, 1.6462], [-6.9395, 1.5805, 1.0048], [-7.8757, 0.8165, 1.0745], [-5.8277, 1.3229, -0.0380], [-4.6324, 1.8616, 0.3610], [-5.6320, -0.0072, -0.1020], [-6.0909, 1.8822, -1.2144], [-9.2675, 2.9549, 0.9005], [-8.9783, 4.6028, 1.4476], [-10.0292, 3.5942, 2.3416], [-8.2210, 2.1523, 3.1156], [-7.3498, 3.7106, 3.1347], [8.1373, -2.8181, 0.7688], [7.0772, -1.8458, 0.2776], [6.2873, -1.4133, 1.3812], [5.5308, -2.3843, 1.8927], [5.2986, -3.4959, 1.5397], [4.8644, -1.8366, 3.1111], [5.6971, -1.9847, 4.1545], [4.5218, -0.5322, 3.0960], [3.7423, -2.5641, 3.3198], [8.7786, -2.2332, 1.4334], [8.7097, -3.0833, -0.1147], [7.7295, -3.6687, 1.2794], [6.4725, -2.3064, -0.5267], [7.4999, -0.8996, -0.0947], [-0.5673, 1.7407, 3.4372], [-1.9756, 1.3106, 3.8023], [-2.7150, 2.5948, 4.1695], [-4.0194, 2.6675, 4.3127], [-4.8348, 1.7701, 4.2604], [-4.3504, 4.1200, 4.4916], [-4.9261, 4.6527, 3.4051], [-5.1983, 4.3106, 5.5509], [-3.2429, 4.8869, 4.7787], [-0.1250, 0.7991, 3.1585], [-0.1362, 2.2045, 4.3082], [-0.6795, 2.5166, 2.7057], [-2.0506, 0.6628, 4.6839], [-2.5427, 0.8430, 2.9770], [-1.8284, 0.9014, -0.9966], [-1.9987, -0.4005, -0.2008], [-0.7848, -0.6888, 0.5131], [0.0538, -1.5384, 0.0246], [-0.0497, -2.1934, -0.9450], [1.2887, -1.5913, 0.8632], [1.3582, -2.8372, 1.4247], [2.3666, -1.4337, 0.0657], [1.2980, -0.6631, 1.8214], [-2.7330, 1.0214, -1.5664], [-0.9087, 0.8711, -1.5898], [-1.9678, 1.7551, -0.3174], [-2.1537, -1.2117, -0.8907], [-2.8097, -0.3986, 0.4972], [0.9503, -4.6965, -2.2983], [0.8342, -4.1461, -3.3770], [0.0806, -5.6625, -1.9394], [2.0343, -4.4093, -1.5764], [-0.6642, -5.4210, -2.5727], [-0.1228, -5.6399, -0.9547], [2.4602, -4.9242, -0.8439], [2.6815, -3.8291, -2.0861], [0.5305, 4.2053, -2.8734], [1.3658, 3.3757, -3.1932], [0.9574, 5.2804, -2.1878], [-0.8102, 3.8020, -2.9578], [0.4131, 6.0384, -1.7069], [1.8823, 5.0887, -1.8225], [-0.8072, 2.9690, -3.6015], [-1.4897, 4.4714, -3.3208]],
  "mulliken_charge": [-0.26, -0.67, -0.08, 0.17, -0.54, 0.95, -0.28, -0.25, -0.24, 0.37, -0.44, 0.39, 0.46, 0.34, -1.11, -0.13, -0.21, 0.16, -0.53, 1.04, -0.26, -0.25, -0.26, 0.32, 0.31, 0.36, 0.36, 0.20, -1.18, 0.00, -0.31, 0.22, -0.49, 1.01, -0.27, -0.25, -0.24, 0.30, 0.40, 0.37, 0.09, 0.37, -0.98, -0.14, -0.25, 0.49, -0.57, 0.82, -0.22, -0.27, -0.26, 0.18, 0.43, 0.34, 0.34, 0.13, -0.94, -0.37, -0.27, -0.02, -0.48, 1.23, -0.28, -0.19, -0.24, 0.41, 0.35, 0.21, 0.28, 0.29, 0.52, -0.62, -0.57, -0.13, 0.30, 0.27, 0.22, 0.03, 0.54, -0.61, -0.43, -0.45, 0.21, 0.24, 0.25, 0.26],
  "gap_ev": 9.923,
  "e_lumo_ha": 0.010,
  "largest_force_ev_per_a": 3.3,
  "smiles": "CCOC(=O)C(F)(F)F.CCOC(=O)C(F)(F)F.CCOC(=O)C(F)(F)F.CCOC(=O)C(F)(F)F.CCOC(=O)C(F)(F)F.NC(N)=O.NC(N)=O"
}